*i*
{"formula": "C5H16N3", "method": "the ωB97M-V functional and the def2-TZVPD basis", "multiplicity": 1, "molar_mass_g_mol": 118.2, "charge": 1, "gap_ha": 0.3325, "species": ["N", "C", "C", "N", "C", "C", "C", "N", "H", "H", "H", "H", "H", "H", "H", "H", "H", "H", "H", "H", "H", "H", "H", "H"], "coordinates": [[2.262, -0.599, -0.858], [2.594, 0.432, 0.097], [1.264, 1.343, 0.291], [0.170, 0.585, -0.363], [-1.027, 0.033, 0.343], [-1.867, 1.265, 0.549], [-1.741, -1.173, -0.508], [-1.767, -2.329, 0.444], [1.819, -0.231, -1.730], [1.594, -1.275, -0.417], [3.065, -1.141, -1.249], [3.345, 1.056, -0.205], [2.844, 0.116, 1.206], [1.567, 2.171, -0.344], [1.146, 1.512, 1.409], [-0.054, 1.425, -1.001], [-0.695, -0.425, 1.311], [-2.879, 0.956, 1.098], [-1.376, 2.105, 1.070], [-2.152, 1.647, -0.522], [-2.742, -0.974, -0.830], [-0.998, -1.296, -1.282], [-1.967, -2.179, 1.415], [-2.404, -3.025, 0.078]]}

---

*ii*
{"formula": "C5H16N3", "method": "the ωB97M-V functional and the def2-TZVPD basis", "multiplicity": 1, "molar_mass_g_mol": 118.2, "charge": 1, "gap_ha": 0.3882, "species": ["C", "C", "H", "H", "H", "H", "H", "H", "C", "C", "C", "N", "N", "N", "H", "H", "H", "H", "H", "H", "H", "H", "H", "H"], "coordinates": [[-2.079, -0.711, -2.284], [-1.108, 0.177, -3.163], [-1.353, -1.336, -1.586], [-2.739, -0.036, -1.668], [-2.698, -1.380, -2.859], [-1.430, 1.256, -2.959], [-1.201, 0.109, -4.248], [-0.069, 0.182, -2.775], [-0.347, 0.024, 1.241], [-1.595, -0.194, 2.152], [2.002, 0.406, 1.194], [0.881, 0.238, 1.907], [2.077, 0.113, -0.221], [3.267, 0.732, 1.800], [-0.214, -0.836, 0.520], [-0.492, 1.023, 0.651], [-1.560, 0.424, 3.022], [-1.663, -1.269, 2.406], [0.794, 0.054, 2.901], [1.584, -0.528, -0.806], [2.949, 0.513, -0.644], [3.482, 0.499, 2.760], [3.991, 0.569, 1.033], [-2.479, -0.030, 1.626]]}

---

*iii*
{"formula": "C5H16N3", "method": "the ωB97M-V functional and the def2-TZVPD basis", "multiplicity": 1, "molar_mass_g_mol": 118.2, "charge": 1, "gap_ha": 0.3044, "species": ["C", "N", "C", "C", "C", "N", "C", "N", "H", "H", "H", "H", "H", "H", "H", "H", "H", "H", "H", "H", "H", "H", "H", "H"], "coordinates": [[1.387, 0.566, 1.411], [0.218, -0.208, 0.991], [0.441, -1.102, -0.156], [-0.873, -1.709, -0.620], [-0.939, -1.788, -2.153], [-1.193, -0.486, -2.740], [0.885, 1.810, 2.142], [-0.061, 2.443, 1.168], [1.932, 0.894, 0.524], [2.082, 0.005, 2.038], [-0.162, -0.726, 1.761], [1.040, -1.958, 0.170], [0.982, -0.580, -0.941], [-1.161, -2.694, -0.269], [-1.677, -1.033, -0.375], [0.007, -2.229, -2.495], [-1.706, -2.458, -2.532], [-0.959, 0.332, -2.206], [-0.901, -0.399, -3.699], [0.324, 1.584, 3.035], [1.728, 2.485, 2.256], [-0.663, 3.108, 1.586], [-0.639, 1.661, 0.799], [0.403, 2.930, 0.402]]}

---

Referenced to the most stable arrangement, the calculated values in kJ/mol are *i* 184.0; *ii* 46.1; *iii* 0.0.

---

*i*
{"formula": "C5H4O2", "method": "the ωB97M-V functional and the def2-TZVPD basis", "multiplicity": 3, "molar_mass_g_mol": 96.1, "charge": 0, "gap_ha": [0.2354, 0.2202], "species": ["C", "C", "C", "C", "C", "O", "O", "H", "H", "H", "H"], "coordinates": [[1.433, -1.993, -1.094], [0.683, -0.990, -1.313], [0.603, -1.087, 0.284], [-0.590, -0.095, -0.152], [-0.377, 1.272, 0.476], [1.026, -1.210, 1.396], [-0.265, -0.075, -1.477], [-1.686, -0.525, -0.023], [0.625, 1.517, 0.254], [-0.594, 1.112, 1.530], [-0.860, 2.075, 0.119]]}

---

*ii*
{"formula": "C5H4O2", "method": "the ωB97M-V functional and the def2-TZVPD basis", "multiplicity": 3, "molar_mass_g_mol": 96.1, "charge": 0, "gap_ha": [0.2802, 0.2729], "species": ["C", "C", "C", "C", "C", "O", "O", "H", "H", "H", "H"], "coordinates": [[-0.414, -0.886, 0.002], [-1.739, -0.712, -0.040], [-2.685, 0.150, -0.236], [0.533, 0.314, 0.054], [2.086, 0.225, -0.007], [-3.782, 0.543, -0.384], [2.794, 1.153, -0.235], [-0.113, -1.933, 0.124], [0.106, 1.210, -0.540], [0.633, 0.692, 1.079], [2.581, -0.756, 0.184]]}

---

Referenced to the most stable arrangement, the calculated values in kJ/mol are *i* 545.4; *ii* 0.0.

---

*i*
{"formula": "C13H21N4O5V", "method": "the ωB97M-V functional and the def2-TZVPD basis", "multiplicity": 2, "molar_mass_g_mol": 364.3, "charge": 1, "gap_ha": [0.2727, 0.2517], "species": ["V", "C", "N", "C", "C", "O", "C", "O", "C", "C", "O", "N", "C", "C", "H", "H", "H", "H", "H", "H", "H", "H", "H", "H", "H", "H", "H", "H", "H", "H", "C", "N", "C", "C", "C", "O", "N", "C", "O", "H", "H", "H", "H", "H"], "coordinates": [[0.008, 0.789, -0.398], [3.848, 1.417, 2.915], [3.463, 1.328, 1.506], [4.419, 1.877, 0.540], [2.300, 0.864, 1.105], [1.981, 0.815, -0.111], [1.323, 0.361, 2.170], [0.063, 0.062, 1.552], [-1.092, 0.589, 2.233], [-2.115, 1.033, 1.187], [-1.975, 0.690, -0.018], [-3.142, 1.757, 1.591], [-3.388, 2.123, 2.985], [-4.157, 2.188, 0.626], [3.737, 2.441, 3.275], [3.259, 0.752, 3.537], [4.891, 1.121, 3.009], [4.782, 2.831, 0.918], [5.263, 1.196, 0.423], [3.937, 2.021, -0.420], [1.714, -0.546, 2.629], [1.187, 1.128, 2.927], [-1.517, -0.186, 2.870], [-0.791, 1.449, 2.821], [-2.483, 2.082, 3.580], [-3.758, 3.145, 3.014], [-4.139, 1.468, 3.429], [-3.804, 2.019, -0.383], [-5.084, 1.634, 0.782], [-4.350, 3.249, 0.778], [0.070, 6.165, 1.027], [0.004, 5.046, 0.086], [-0.068, 5.243, -1.269], [-0.113, 4.238, -2.163], [-0.077, 2.913, -1.613], [-0.072, 1.808, -2.227], [-0.037, 2.748, -0.271], [0.025, 3.762, 0.622], [0.102, 3.599, 1.842], [0.126, 7.091, 0.464], [0.947, 6.068, 1.660], [-0.811, 6.179, 1.666], [-0.084, 6.280, -1.581], [-0.163, 4.418, -3.226]]}

---

*ii*
{"formula": "C13H21N4O5V", "method": "the ωB97M-V functional and the def2-TZVPD basis", "multiplicity": 2, "molar_mass_g_mol": 364.3, "charge": 1, "gap_ha": [0.2785, 0.2588], "species": ["V", "C", "N", "C", "C", "O", "C", "O", "C", "C", "O", "N", "C", "C", "H", "H", "H", "H", "H", "H", "H", "H", "H", "H", "H", "H", "H", "H", "H", "H", "C", "N", "C", "C", "C", "O", "N", "C", "O", "H", "H", "H", "H", "H"], "coordinates": [[-0.075, -1.493, -1.586], [3.921, -1.252, 1.880], [3.502, -1.337, 0.486], [4.525, -1.015, -0.507], [2.263, -1.599, 0.111], [1.913, -1.610, -1.087], [1.217, -1.864, 1.185], [-0.026, -2.120, 0.539], [-1.137, -1.539, 1.218], [-2.249, -1.351, 0.198], [-2.022, -1.633, -0.999], [-3.407, -0.870, 0.610], [-3.689, -0.544, 2.002], [-4.507, -0.681, -0.332], [3.958, -0.211, 2.205], [3.258, -1.805, 2.538], [4.918, -1.679, 1.972], [5.005, -0.077, -0.230], [5.275, -1.804, -0.533], [4.070, -0.915, -1.485], [1.497, -2.725, 1.795], [1.134, -0.979, 1.821], [-1.465, -2.176, 2.042], [-0.860, -0.545, 1.582], [-2.778, -0.381, 2.569], [-4.266, 0.379, 2.032], [-4.274, -1.333, 2.477], [-4.165, -0.884, -1.340], [-5.328, -1.355, -0.083], [-4.860, 0.347, -0.265], [-0.105, 3.981, -0.097], [-0.104, 2.867, -1.039], [-0.091, 3.069, -2.388], [-0.082, 2.065, -3.290], [-0.092, 0.736, -2.756], [-0.078, -0.357, -3.393], [-0.112, 0.575, -1.415], [-0.110, 1.574, -0.513], [-0.108, 1.402, 0.708], [-0.082, 4.912, -0.656], [0.764, 3.923, 0.554], [-0.998, 3.949, 0.524], [-0.086, 4.105, -2.701], [-0.068, 2.250, -4.352]]}

---

Referenced to the most stable arrangement, the calculated values in kJ/mol are *i* 29.0; *ii* 0.0.

---

*i*
{"formula": "C7H19N2O", "method": "the ωB97M-V functional and the def2-TZVPD basis", "multiplicity": 1, "molar_mass_g_mol": 147.2, "charge": 1, "gap_ha": 0.3409, "species": ["C", "C", "C", "C", "C", "C", "C", "N", "N", "O", "H", "H", "H", "H", "H", "H", "H", "H", "H", "H", "H", "H", "H", "H", "H", "H", "H", "H", "H"], "coordinates": [[-0.416, 1.406, -1.895], [-0.994, -2.322, 1.315], [-1.361, -2.573, -0.980], [2.105, 1.063, 0.001], [0.901, 0.606, 1.989], [-0.365, 2.585, -0.919], [-0.072, 2.029, 0.408], [-1.117, -1.600, 0.073], [0.961, 1.365, 0.750], [0.153, -1.014, -0.153], [-1.475, 0.860, -1.692], [-0.353, 1.704, -2.878], [0.392, 0.694, -1.800], [-1.033, -1.572, 2.084], [-1.733, -3.028, 1.573], [-0.016, -2.795, 1.494], [-1.779, -2.069, -1.938], [-0.444, -3.003, -1.247], [-2.089, -3.315, -0.844], [2.429, 0.060, -0.034], [1.857, 1.412, -1.072], [2.947, 1.633, 0.312], [1.796, 0.598, 2.519], [0.050, 1.055, 2.475], [0.625, -0.424, 1.572], [-1.323, 2.995, -0.912], [0.464, 3.284, -1.255], [-0.865, 2.180, 1.193], [0.757, -1.813, -0.141]]}

---

*ii*
{"formula": "C7H19N2O", "method": "the ωB97M-V functional and the def2-TZVPD basis", "multiplicity": 1, "molar_mass_g_mol": 147.2, "charge": 1, "gap_ha": 0.3784, "species": ["C", "C", "C", "C", "C", "C", "C", "N", "N", "O", "H", "H", "H", "H", "H", "H", "H", "H", "H", "H", "H", "H", "H", "H", "H", "H", "H", "H", "H"], "coordinates": [[0.376, 2.212, -1.095], [1.283, -1.292, 2.078], [0.916, -2.326, -0.331], [-2.360, -0.027, -0.727], [-1.245, 1.322, 1.056], [1.294, 0.020, -0.072], [0.056, 0.707, -0.813], [0.758, -1.162, 0.683], [-1.067, 0.374, -0.017], [0.056, 0.042, -2.055], [-0.584, 2.718, -1.539], [1.085, 2.465, -1.815], [0.858, 2.688, -0.128], [0.574, -0.613, 2.618], [1.233, -2.334, 2.244], [2.263, -0.949, 2.261], [0.351, -2.317, -1.256], [2.032, -2.317, -0.494], [0.653, -3.159, 0.242], [-2.764, 0.906, -1.260], [-2.002, -0.875, -1.304], [-3.185, -0.200, 0.071], [-1.687, 2.338, 0.689], [-1.716, 0.711, 1.770], [-0.349, 1.617, 1.469], [2.079, -0.287, -0.690], [1.749, 0.567, 0.734], [-0.264, -1.133, 0.549], [-0.393, 0.304, -2.866]]}

---

Referenced to the most stable arrangement, the calculated values in kJ/mol are *i* 103.5; *ii* 0.0.